1.
Computed, not measured: a structure of composition C10H24CrN6O7 at a distorted geometry, with the ωB97M-V functional and the def2-TZVPD basis.

Last column: Löwdin charge in e.
Geometry (Å):
O: -1.50606 -4.58494 1.20622  -0.0273
H: -0.84268 -4.20407 0.55584  0.0082
Cr: 0.44459 -1.00041 -0.19281  0.7539
N: 1.19531 0.07913 1.30502  -0.1909
N: -0.92783 -1.41787 1.39215  -0.1555
N: 0.56230 0.32171 -1.62055  -0.0949
N: -1.17634 -1.59341 -1.26024  -0.0605
O: 2.01619 1.07130 1.21530  -0.2353
O: 1.46158 1.34349 -1.79473  -0.0301
O: -2.19995 -2.41588 -0.98383  -0.0301
O: -2.12497 -1.86219 1.42400  -0.1454
C: -0.39874 -1.08396 2.60286  -0.2560
C: 0.73926 -0.22531 2.56039  -0.2324
C: -0.18015 0.00263 -2.69275  -0.2165
C: -1.17873 -1.00991 -2.47179  -0.2227
C: 1.24942 0.51523 3.75129  -0.0213
H: 0.50698 1.25501 4.10045  0.0992
H: 2.16760 1.04858 3.46885  0.0793
H: 1.45821 -0.18774 4.56985  0.0850
C: -1.19442 -1.45502 3.79602  -0.0257
H: -1.38044 -2.53893 3.77518  0.0918
H: -2.17629 -0.95606 3.78794  0.0958
H: -0.66461 -1.18288 4.71664  0.0748
C: -0.07945 0.76712 -3.96130  0.0058
C: -2.30149 -1.24988 -3.40805  -0.0017
H: 0.87023 1.31361 -3.98190  0.0884
H: -0.91328 1.48399 -4.02387  0.1100
H: -0.13595 0.06939 -4.80786  0.0941
H: -2.89604 -2.10676 -3.07097  0.0886
H: -1.89858 -1.42542 -4.40968  0.0889
H: -2.95021 -0.36409 -3.46372  0.1074
H: 1.13957 2.04266 -1.13899  0.0767
H: -2.26485 -2.36703 0.06580  0.0425
C: 2.07114 -1.57376 -0.57358  -0.1996
H: 3.00632 -1.38826 -0.01357  0.0555
H: 2.33755 -1.60662 -1.65202  0.0501
H: 1.57266 -2.49600 -0.25680  0.0257
O: 4.69301 1.61654 0.49431  -0.0930
H: 4.70137 1.42519 -0.45186  0.0203
H: 3.79418 1.30509 0.74905  -0.0109
N: 0.35574 2.93933 0.11504  0.1292
C: -0.97431 2.55992 0.09778  -0.6036
N: -1.82487 3.55512 -0.33620  0.1535
O: -1.36429 1.41016 0.35503  0.0327
H: 0.54816 3.93037 0.11231  0.1145
H: 0.97988 2.37314 0.73701  0.0855
H: -2.79437 3.35795 -0.18035  0.1010
H: -1.52234 4.50973 -0.20693  0.0950

Forces on atoms 1 to 3 (eV/Å):
O 0.913 0.510 -0.792
H -0.955 -0.486 0.881
Cr -4.751 3.061 3.228

Output
HOMO (spin up / spin down) = -6.9793 / -7.0146 eV
frontier orbital gap (spin up / spin down) = 5.91 / 5.64 eV
spin multiplicity = 5
LUMO (spin up / spin down) = -1.07 / -1.37 eV
relative energy (zero: lowest compared OMol25 entry of this formula, charge and spin) = 0.0 kcal/mol


2.
Computed, not measured: a structure of composition C10H24GdNO2P at a distorted geometry, with the ωB97M-V functional and the def2-TZVPD basis.

Last column: Löwdin charge in e.
Geometry (Å):
Gd: 0.89148 0.52076 -0.90863  0.7526
H: 0.60941 0.22553 -3.01011  0.0675
H: 1.36210 0.53274 -3.02538  0.0658
P: 3.38920 1.56389 -0.07540  0.6683
C: 3.77339 3.33233 0.16591  -0.2802
H: 4.85519 3.45307 0.29695  0.0535
H: 3.44161 3.90404 -0.70764  0.0449
H: 3.25044 3.69425 1.05910  0.0531
C: 4.36208 0.79434 1.27211  -0.2619
H: 4.34702 -0.29524 1.15176  0.0466
H: 5.39838 1.14589 1.22833  0.0517
H: 3.92725 1.05875 2.24349  0.0534
C: 4.45028 1.15945 -1.53093  -0.2809
H: 4.09611 1.71353 -2.40816  0.0409
H: 5.47577 1.44191 -1.29047  0.0484
H: 4.39615 0.07907 -1.71547  0.0446
C: 0.50294 2.91732 -0.51931  -0.1007
O: 0.05374 3.95787 -0.28950  0.1221
H: 1.51943 -0.92349 0.06968  -0.1145
H: 0.79277 0.66493 0.92461  -0.1364
O: -1.21106 0.18446 -0.72060  -0.2554
C: -2.10234 -0.39732 0.00043  -0.4189
C: -3.50439 -0.28316 -0.43137  -0.0949
C: -4.01311 -1.61331 -0.98357  -0.1751
C: -4.41319 -2.57916 0.14138  -0.1949
C: -3.24050 -3.01875 1.04220  -0.1822
C: -2.64292 -1.90576 1.88910  -0.1353
N: -1.72385 -1.03861 1.09537  0.1220
H: -4.09437 0.05740 0.42603  0.1410
H: -3.47665 0.47630 -1.21723  0.1325
H: -4.87042 -1.39742 -1.63673  0.1219
H: -3.25098 -2.09612 -1.62343  0.1291
H: -5.18773 -2.08431 0.75905  0.1225
H: -4.85362 -3.48321 -0.31694  0.1204
H: -3.59881 -3.79382 1.73291  0.1196
H: -2.46502 -3.50296 0.42968  0.1253
H: -3.44420 -1.29519 2.34126  0.1326
H: -2.03341 -2.33277 2.69145  0.1290
H: -0.76817 -0.83720 1.45009  0.1221

Forces on atoms 1 to 3 (eV/Å):
Gd 0.749 -1.219 0.719
H 2.083 0.765 -1.528
H -1.952 -0.900 -1.395

Output
HOMO (spin up / spin down) = -11.2163 / -10.8178 eV
frontier orbital gap (spin up / spin down) = 7.79 / 7.20 eV
spin multiplicity = 8
LUMO (spin up / spin down) = -3.42 / -3.62 eV
total charge = +1


3.
Computed, not measured: a structure of composition C10H24IInO10P, with the ωB97M-V functional and the def2-TZVPD basis.

Last column: Löwdin charge in e.
Geometry (Å):
C: 1.19923 5.68572 -0.50673  -0.4283
P: 2.96164 6.12036 -0.09880  0.5822
O: 3.58315 6.40331 -1.64107  -0.4984
In: 3.72940 3.71748 0.29438  -0.1495
I: 5.80979 3.60892 2.16479  -0.1267
H: 1.11383 5.34756 -1.54331  0.0184
H: 0.54188 6.54846 -0.36699  0.0036
H: 0.84773 4.86732 0.12572  -0.0112
H: 3.53402 5.61813 -2.20294  -0.0007
H: 4.37692 3.06867 -1.19818  -0.1440
H: 2.38474 2.78076 0.90303  -0.1208
C: 0.24823 -0.03871 -1.57010  -0.0188
O: -0.99291 0.50136 -2.06725  -0.0032
C: -1.06002 1.83015 -1.97986  -0.6233
O: -0.18602 2.54763 -1.57803  0.1232
O: -2.26498 2.23044 -2.40255  -0.0051
C: -2.44088 3.65211 -2.34493  -0.0406
H: 0.16376 -1.11152 -1.71441  0.0810
H: 1.08836 0.36326 -2.13254  0.1003
H: 0.38037 0.20606 -0.51763  0.0856
H: -1.70730 4.15404 -2.97332  0.0960
H: -2.32631 4.01001 -1.32335  0.0970
H: -3.44850 3.82929 -2.70858  0.0883
C: -0.33462 -2.79541 3.08086  -0.0554
O: 0.62235 -1.98893 3.76596  -0.0041
C: 1.13379 -1.01096 2.99526  -0.6221
O: 0.83062 -0.83555 1.83997  0.1061
O: 1.99425 -0.31246 3.70667  0.0117
C: 2.60266 0.78926 2.98907  -0.0444
H: -0.68038 -3.53281 3.79950  0.0920
H: -1.16867 -2.18586 2.73569  0.0887
H: 0.12062 -3.28947 2.22369  0.0946
H: 1.83953 1.47940 2.64394  0.0537
H: 3.16020 0.42046 2.13202  0.0905
H: 3.27095 1.27181 3.69356  0.0852
C: -2.79741 -7.64225 -0.69279  -0.0430
O: -2.70241 -6.43295 0.06593  -0.0015
C: -2.58637 -5.32872 -0.67716  -0.6270
O: -2.56621 -5.29889 -1.88104  0.1221
O: -2.49935 -4.28327 0.13661  0.0026
C: -2.35754 -3.01925 -0.53151  -0.0212
H: -2.88403 -8.43430 0.04436  0.0913
H: -3.67237 -7.61956 -1.34010  0.0954
H: -1.90745 -7.78009 -1.30428  0.0963
H: -3.21814 -2.82271 -1.16709  0.1007
H: -1.45242 -3.00916 -1.13502  0.0915
H: -2.28374 -2.27914 0.25853  0.0912

Forces on atoms 1 to 3 (eV/Å):
C -0.147 0.027 0.004
P 0.163 -0.080 0.181
O -0.067 0.053 -0.284

Output
HOMO = -4.0251 eV
frontier orbital gap = 6.05 eV
LUMO = 2.03 eV
total charge = -1


Please write out number 1 again, unchanged.
Computed, not measured: a structure of composition C10H24CrN6O7 at a distorted geometry, with the ωB97M-V functional and the def2-TZVPD basis.

Last column: Löwdin charge in e.
Geometry (Å):
O: -1.50606 -4.58494 1.20622  -0.0273
H: -0.84268 -4.20407 0.55584  0.0082
Cr: 0.44459 -1.00041 -0.19281  0.7539
N: 1.19531 0.07913 1.30502  -0.1909
N: -0.92783 -1.41787 1.39215  -0.1555
N: 0.56230 0.32171 -1.62055  -0.0949
N: -1.17634 -1.59341 -1.26024  -0.0605
O: 2.01619 1.07130 1.21530  -0.2353
O: 1.46158 1.34349 -1.79473  -0.0301
O: -2.19995 -2.41588 -0.98383  -0.0301
O: -2.12497 -1.86219 1.42400  -0.1454
C: -0.39874 -1.08396 2.60286  -0.2560
C: 0.73926 -0.22531 2.56039  -0.2324
C: -0.18015 0.00263 -2.69275  -0.2165
C: -1.17873 -1.00991 -2.47179  -0.2227
C: 1.24942 0.51523 3.75129  -0.0213
H: 0.50698 1.25501 4.10045  0.0992
H: 2.16760 1.04858 3.46885  0.0793
H: 1.45821 -0.18774 4.56985  0.0850
C: -1.19442 -1.45502 3.79602  -0.0257
H: -1.38044 -2.53893 3.77518  0.0918
H: -2.17629 -0.95606 3.78794  0.0958
H: -0.66461 -1.18288 4.71664  0.0748
C: -0.07945 0.76712 -3.96130  0.0058
C: -2.30149 -1.24988 -3.40805  -0.0017
H: 0.87023 1.31361 -3.98190  0.0884
H: -0.91328 1.48399 -4.02387  0.1100
H: -0.13595 0.06939 -4.80786  0.0941
H: -2.89604 -2.10676 -3.07097  0.0886
H: -1.89858 -1.42542 -4.40968  0.0889
H: -2.95021 -0.36409 -3.46372  0.1074
H: 1.13957 2.04266 -1.13899  0.0767
H: -2.26485 -2.36703 0.06580  0.0425
C: 2.07114 -1.57376 -0.57358  -0.1996
H: 3.00632 -1.38826 -0.01357  0.0555
H: 2.33755 -1.60662 -1.65202  0.0501
H: 1.57266 -2.49600 -0.25680  0.0257
O: 4.69301 1.61654 0.49431  -0.0930
H: 4.70137 1.42519 -0.45186  0.0203
H: 3.79418 1.30509 0.74905  -0.0109
N: 0.35574 2.93933 0.11504  0.1292
C: -0.97431 2.55992 0.09778  -0.6036
N: -1.82487 3.55512 -0.33620  0.1535
O: -1.36429 1.41016 0.35503  0.0327
H: 0.54816 3.93037 0.11231  0.1145
H: 0.97988 2.37314 0.73701  0.0855
H: -2.79437 3.35795 -0.18035  0.1010
H: -1.52234 4.50973 -0.20693  0.0950

Forces on atoms 1 to 3 (eV/Å):
O 0.913 0.510 -0.792
H -0.955 -0.486 0.881
Cr -4.751 3.061 3.228

Output
HOMO (spin up / spin down) = -6.9793 / -7.0146 eV
frontier orbital gap (spin up / spin down) = 5.91 / 5.64 eV
spin multiplicity = 5
LUMO (spin up / spin down) = -1.07 / -1.37 eV
relative energy (zero: lowest compared OMol25 entry of this formula, charge and spin) = 0.0 kcal/mol


Copy entry 2 word for word.
Computed, not measured: a structure of composition C10H24GdNO2P at a distorted geometry, with the ωB97M-V functional and the def2-TZVPD basis.

Last column: Löwdin charge in e.
Geometry (Å):
Gd: 0.89148 0.52076 -0.90863  0.7526
H: 0.60941 0.22553 -3.01011  0.0675
H: 1.36210 0.53274 -3.02538  0.0658
P: 3.38920 1.56389 -0.07540  0.6683
C: 3.77339 3.33233 0.16591  -0.2802
H: 4.85519 3.45307 0.29695  0.0535
H: 3.44161 3.90404 -0.70764  0.0449
H: 3.25044 3.69425 1.05910  0.0531
C: 4.36208 0.79434 1.27211  -0.2619
H: 4.34702 -0.29524 1.15176  0.0466
H: 5.39838 1.14589 1.22833  0.0517
H: 3.92725 1.05875 2.24349  0.0534
C: 4.45028 1.15945 -1.53093  -0.2809
H: 4.09611 1.71353 -2.40816  0.0409
H: 5.47577 1.44191 -1.29047  0.0484
H: 4.39615 0.07907 -1.71547  0.0446
C: 0.50294 2.91732 -0.51931  -0.1007
O: 0.05374 3.95787 -0.28950  0.1221
H: 1.51943 -0.92349 0.06968  -0.1145
H: 0.79277 0.66493 0.92461  -0.1364
O: -1.21106 0.18446 -0.72060  -0.2554
C: -2.10234 -0.39732 0.00043  -0.4189
C: -3.50439 -0.28316 -0.43137  -0.0949
C: -4.01311 -1.61331 -0.98357  -0.1751
C: -4.41319 -2.57916 0.14138  -0.1949
C: -3.24050 -3.01875 1.04220  -0.1822
C: -2.64292 -1.90576 1.88910  -0.1353
N: -1.72385 -1.03861 1.09537  0.1220
H: -4.09437 0.05740 0.42603  0.1410
H: -3.47665 0.47630 -1.21723  0.1325
H: -4.87042 -1.39742 -1.63673  0.1219
H: -3.25098 -2.09612 -1.62343  0.1291
H: -5.18773 -2.08431 0.75905  0.1225
H: -4.85362 -3.48321 -0.31694  0.1204
H: -3.59881 -3.79382 1.73291  0.1196
H: -2.46502 -3.50296 0.42968  0.1253
H: -3.44420 -1.29519 2.34126  0.1326
H: -2.03341 -2.33277 2.69145  0.1290
H: -0.76817 -0.83720 1.45009  0.1221

Forces on atoms 1 to 3 (eV/Å):
Gd 0.749 -1.219 0.719
H 2.083 0.765 -1.528
H -1.952 -0.900 -1.395

Output
HOMO (spin up / spin down) = -11.2163 / -10.8178 eV
frontier orbital gap (spin up / spin down) = 7.79 / 7.20 eV
spin multiplicity = 8
LUMO (spin up / spin down) = -3.42 / -3.62 eV
total charge = +1